14
Properties=species:S:1:pos:R:3:forces:R:3:nbo_charge:R:1 method="wB97M-V/def2-TZVPD" charge=+1 mol_weight_g_mol=299.41 de_lowest_kcal_mol=6.43 orbital_gap_ev=4.06 fmax_ev_per_a=1.97 e_lumo_ev=-8.5
Cd 1.4102 5.7711 2.6353 0.96 -0.59 -0.39 1.246
I 3.6128 4.4694 1.7902 -0.98 0.68 0.52 -0.248
C 6.5643 4.8671 -1.1918 0.46 0.13 -0.72 -0.623
C 5.4861 3.9661 -1.7628 -0.64 1.86 0.12 0.097
C 5.6287 3.6417 -3.2279 -0.04 -1.09 -0.97 -0.642
O 5.2918 2.8316 -0.9641 0.12 -1.09 0.11 -0.692
H 6.5378 5.8150 -1.7293 0.21 0.01 -0.21 0.215
H 7.5413 4.4041 -1.3304 0.12 0.14 0.25 0.222
H 6.4036 5.1537 -0.1525 -0.04 -0.41 0.21 0.186
H 4.5812 4.5626 -1.6473 -0.49 0.21 -0.34 0.128
H 4.7401 3.1846 -3.6633 -0.40 -0.06 0.49 0.223
H 6.3830 2.8834 -3.4382 0.40 0.12 0.33 0.224
H 5.8062 4.4615 -3.9239 0.29 0.44 0.61 0.228
H 4.8134 3.1457 -0.1933 0.05 -0.36 -0.02 0.436